{"formula": "C31H68FInNO15", "method": "ωB97M-V with the def2-TZVPD basis set", "elements": ["C", "C", "O", "C", "O", "C", "C", "C", "In", "F", "N", "C", "O", "H", "H", "H", "H", "H", "H", "H", "H", "H", "H", "H", "H", "C", "O", "C", "C", "O", "C", "C", "O", "C", "H", "H", "H", "H", "H", "H", "H", "H", "H", "H", "H", "H", "H", "H", "C", "O", "C", "C", "O", "C", "C", "O", "C", "H", "H", "H", "H", "H", "H", "H", "H", "H", "H", "H", "H", "H", "H", "C", "O", "C", "C", "O", "C", "C", "O", "C", "H", "H", "H", "H", "H", "H", "H", "H", "H", "H", "H", "H", "H", "H", "C", "O", "C", "C", "O", "C", "C", "O", "C", "H", "H", "H", "H", "H", "H", "H", "H", "H", "H", "H", "H", "H", "H"], "coordinates": [[-8.402, 3.980, -3.166], [-7.480, 4.474, -1.944], [-7.205, 3.447, -0.945], [-8.383, 3.141, -0.205], [-8.853, 3.924, 0.685], [-9.175, 1.772, -0.437], [-8.262, 0.531, -0.894], [-6.865, 0.382, -0.102], [-5.249, 0.185, -1.711], [-5.005, 2.086, -2.600], [-5.880, -1.166, -3.303], [-5.118, -0.821, -4.290], [-4.304, -0.535, -5.210], [-9.356, 4.636, -3.179], [-8.669, 2.864, -3.138], [-7.819, 4.176, -4.147], [-8.069, 5.317, -1.407], [-6.445, 4.842, -2.308], [-9.844, 1.487, 0.460], [-9.914, 1.973, -1.312], [-8.874, -0.427, -0.660], [-8.083, 0.545, -2.028], [-6.626, 1.231, 0.625], [-6.896, -0.601, 0.507], [-3.684, -0.350, -0.976], [-3.142, 3.256, -0.266], [-1.924, 3.041, -0.958], [-2.070, 3.184, -2.368], [-0.740, 3.568, -3.007], [-0.404, 4.949, -2.829], [0.013, 5.328, -1.516], [1.401, 4.814, -1.152], [1.339, 3.443, -0.767], [2.575, 2.778, -0.943], [-3.883, 2.504, -0.551], [-2.944, 3.177, 0.804], [-3.525, 4.261, -0.470], [-2.818, 3.949, -2.602], [-2.404, 2.220, -2.766], [-0.834, 3.430, -4.088], [0.073, 2.919, -2.677], [-0.735, 5.053, -0.770], [0.056, 6.421, -1.535], [1.792, 5.379, -0.297], [2.074, 4.942, -2.008], [2.884, 2.817, -1.993], [2.441, 1.732, -0.666], [3.344, 3.223, -0.305], [7.128, 0.207, 3.888], [5.818, 0.740, 3.943], [5.181, 0.481, 5.191], [4.110, 1.529, 5.473], [4.644, 2.776, 5.924], [5.294, 3.575, 4.931], [4.326, 4.206, 3.937], [3.932, 3.253, 2.955], [2.684, 3.571, 2.364], [7.104, -0.884, 3.970], [7.567, 0.483, 2.928], [7.749, 0.634, 4.682], [5.914, 0.486, 6.005], [4.718, -0.509, 5.126], [3.492, 1.164, 6.299], [3.444, 1.671, 4.621], [6.088, 3.018, 4.432], [5.776, 4.385, 5.487], [4.819, 5.034, 3.415], [3.449, 4.588, 4.474], [1.899, 3.608, 3.126], [2.433, 2.783, 1.655], [2.743, 4.525, 1.833], [-2.661, -4.382, -6.202], [-1.589, -3.521, -6.537], [-1.889, -2.153, -6.263], [-0.607, -1.361, -6.028], [-0.043, -1.570, -4.731], [0.592, -2.833, -4.518], [1.920, -2.972, -5.254], [1.699, -3.284, -6.627], [2.786, -2.901, -7.447], [-3.541, -4.158, -6.814], [-2.345, -5.409, -6.393], [-2.906, -4.292, -5.139], [-2.532, -2.069, -5.382], [-2.416, -1.749, -7.135], [-0.859, -0.297, -6.065], [0.131, -1.538, -6.812], [-0.087, -3.659, -4.738], [0.800, -2.871, -3.445], [2.499, -3.795, -4.819], [2.489, -2.040, -5.159], [2.959, -1.822, -7.373], [2.530, -3.135, -8.482], [3.690, -3.450, -7.169], [2.489, -2.570, 3.808], [3.331, -3.663, 4.127], [4.329, -3.318, 5.081], [4.783, -4.552, 5.853], [3.857, -4.959, 6.863], [2.655, -5.580, 6.399], [2.873, -6.987, 5.857], [3.392, -6.934, 4.530], [4.105, -8.106, 4.183], [3.064, -1.766, 3.335], [1.726, -2.919, 3.112], [1.987, -2.198, 4.707], [3.944, -2.572, 5.786], [5.177, -2.893, 4.532], [5.701, -4.294, 6.389], [5.030, -5.380, 5.187], [2.131, -4.942, 5.685], [2.015, -5.659, 7.283], [1.917, -7.520, 5.815], [3.562, -7.529, 6.516], [4.948, -8.256, 4.866], [4.501, -7.976, 3.175], [3.444, -8.977, 4.199]], "forces_ev_per_a": [[0.399, 0.572, -0.469], [-0.372, 0.887, -0.194], [-2.628, -0.432, 0.382], [-1.811, 1.645, 3.093], [2.272, -2.660, -3.825], [0.213, -0.358, -1.244], [-0.235, -0.382, 0.665], [-0.492, -0.641, -0.173], [0.306, 0.790, 1.482], [-0.209, -1.024, 0.233], [3.772, 2.048, -5.204], [0.129, -0.488, 1.074], [-3.987, -1.339, 3.933], [1.449, -1.298, -0.064], [0.469, 1.712, 0.120], [-1.071, -0.427, 1.545], [1.283, -1.157, -0.846], [-1.826, -0.743, 0.697], [1.454, 0.875, -1.197], [1.121, -0.084, 1.388], [0.847, 1.582, -0.633], [-0.449, 0.152, 1.631], [-0.435, -1.026, -1.076], [0.128, 1.597, -0.843], [-0.438, 0.189, -0.506], [0.138, -0.289, 0.009], [0.063, 0.407, 0.072], [0.444, -0.334, 0.167], [-0.386, 0.018, -0.013], [0.222, -0.019, 0.355], [0.085, 0.077, -0.374], [-0.433, -0.385, 0.259], [0.210, -0.019, -0.197], [-0.334, 0.104, -0.003], [-0.078, 0.270, -0.001], [0.124, -0.048, -0.071], [-0.166, -0.012, -0.081], [-0.025, -0.078, -0.038], [-0.150, 0.153, -0.226], [-0.074, 0.124, 0.070], [-0.095, -0.012, 0.199], [0.162, -0.245, 0.036], [0.070, -0.044, -0.090], [0.087, 0.243, -0.059], [-0.036, 0.024, -0.005], [0.122, 0.041, -0.003], [-0.060, 0.101, 0.041], [0.200, -0.024, -0.117], [-0.332, 0.113, -0.109], [0.275, 0.097, 0.167], [-0.245, 0.235, -0.463], [0.171, -0.033, 0.239], [0.072, -0.117, -0.326], [-0.236, 0.212, 0.196], [0.231, -0.524, -0.348], [-0.144, 0.031, 0.279], [0.182, -0.213, 0.064], [0.141, -0.030, 0.063], [-0.138, -0.039, 0.023], [0.061, -0.115, 0.088], [-0.012, 0.016, 0.028], [-0.047, -0.027, 0.229], [0.133, 0.040, 0.030], [0.198, -0.061, -0.159], [-0.196, -0.036, -0.186], [-0.125, -0.039, 0.044], [0.025, 0.208, 0.160], [0.048, 0.000, 0.032], [-0.053, 0.147, -0.025], [0.067, 0.114, 0.110], [-0.152, 0.067, -0.014], [0.287, 0.181, -0.129], [0.042, -0.244, 0.197], [0.398, -0.153, -0.119], [-0.310, 0.043, 0.165], [0.192, -0.350, -0.226], [0.079, 0.399, 0.106], [-0.433, -0.307, -0.280], [0.168, 0.274, -0.095], [-0.373, -0.158, 0.154], [-0.118, -0.032, 0.118], [0.046, 0.092, -0.082], [-0.175, 0.046, -0.005], [0.045, 0.073, -0.114], [-0.125, 0.219, 0.127], [-0.077, -0.102, 0.144], [-0.057, -0.226, -0.028], [0.139, -0.007, -0.242], [0.027, 0.109, -0.061], [0.104, 0.058, 0.213], [-0.043, -0.001, 0.032], [0.152, 0.016, 0.031], [-0.032, -0.063, 0.110], [0.160, 0.080, -0.031], [0.138, -0.210, -0.088], [-0.138, 0.081, 0.303], [-0.124, -0.539, -0.381], [-0.063, 0.249, 0.201], [-0.067, -0.061, -0.341], [0.132, -0.162, 0.262], [-0.071, 0.361, -0.493], [0.288, -0.084, 0.168], [-0.182, 0.319, -0.036], [-0.082, 0.111, 0.036], [0.144, -0.028, 0.014], [0.030, 0.138, 0.019], [0.013, -0.027, 0.048], [0.165, 0.126, 0.163], [-0.122, 0.057, 0.055], [-0.179, 0.087, -0.172], [0.131, -0.168, -0.175], [0.134, -0.028, 0.010], [-0.067, -0.058, 0.230], [-0.021, 0.041, 0.027], [-0.014, -0.144, 0.055], [-0.124, 0.044, 0.059], [0.082, -0.141, 0.033]], "charge": -1, "total_energy_ev": -73336.62517}

=====

{"formula": "C12H32BN5O5", "method": "ωB97M-V with the def2-TZVPD basis set", "elements": ["C", "O", "C", "C", "N", "B", "N", "O", "H", "H", "H", "H", "H", "H", "H", "H", "H", "H", "H", "C", "O", "N", "C", "C", "H", "H", "H", "H", "H", "H", "H", "C", "O", "N", "C", "C", "H", "H", "H", "H", "H", "H", "H", "C", "O", "N", "C", "C", "H", "H", "H", "H", "H", "H", "H"], "coordinates": [[-1.150, 3.901, -5.052], [-0.689, 2.857, -5.980], [0.004, 1.758, -5.290], [1.660, 1.790, -5.482], [2.363, 1.512, -4.172], [3.842, 1.849, -4.209], [4.813, 0.714, -3.826], [4.445, 3.158, -4.526], [-0.239, 4.604, -4.821], [-2.002, 4.524, -5.607], [-1.596, 3.493, -4.050], [-0.176, 1.839, -4.131], [-0.443, 0.705, -5.633], [2.039, 2.739, -6.054], [1.898, 0.862, -6.194], [1.870, 1.916, -3.346], [4.236, -0.171, -3.793], [5.072, 0.896, -2.832], [4.460, 3.698, -3.659], [1.296, -1.822, -3.066], [2.433, -2.176, -2.782], [0.171, -2.059, -2.306], [-1.143, -1.605, -2.713], [0.304, -2.784, -1.060], [1.082, -1.263, -3.992], [-1.538, -0.932, -1.947], [-1.801, -2.473, -2.815], [-1.097, -1.074, -3.668], [0.988, -2.239, -0.402], [0.727, -3.772, -1.266], [-0.667, -2.894, -0.571], [0.922, -2.908, 2.342], [-0.023, -3.526, 1.868], [0.825, -1.789, 3.141], [1.994, -1.113, 3.663], [-0.487, -1.272, 3.470], [1.964, -3.216, 2.154], [1.948, -1.122, 4.756], [1.995, -0.080, 3.304], [2.913, -1.608, 3.338], [-1.056, -2.049, 3.990], [-1.010, -1.012, 2.545], [-0.405, -0.388, 4.107], [-2.162, 0.480, 5.530], [-1.025, 0.126, 5.815], [-3.287, 0.244, 6.291], [-4.600, 0.698, 5.883], [-3.154, -0.481, 7.537], [-2.376, 1.039, 4.604], [-4.995, 1.371, 6.650], [-5.259, -0.170, 5.781], [-4.555, 1.228, 4.928], [-2.470, 0.063, 8.195], [-2.731, -1.470, 7.331], [-4.125, -0.591, 8.026]], "forces_ev_per_a": [[-0.073, 0.945, -0.331], [-0.051, -0.615, 2.101], [0.654, -0.209, 0.778], [-0.877, -1.048, -1.185], [0.148, 1.182, -1.176], [1.543, -0.607, 0.853], [-2.717, 0.860, 0.453], [-1.281, -0.913, 2.698], [-1.805, -1.171, -0.259], [2.001, -1.426, 1.158], [0.860, 0.508, -1.891], [0.189, -0.157, -2.083], [0.978, 2.443, 0.491], [-0.992, -1.486, 1.227], [-0.336, 2.026, 1.437], [0.536, -0.303, -1.058], [0.835, 1.206, 0.146], [0.377, -0.223, -1.099], [-0.070, -1.112, -2.225], [-0.339, -0.289, 0.576], [-0.804, 0.187, 0.037], [1.078, 0.402, -1.030], [0.197, -0.147, 0.160], [0.210, -0.061, -0.012], [-0.081, 0.019, 0.057], [-0.183, -0.015, -0.143], [-0.141, 0.192, -0.037], [0.081, -0.088, 0.135], [-0.122, -0.204, 0.029], [-0.043, 0.082, 0.245], [0.246, 0.059, -0.120], [-0.421, 0.603, 0.495], [0.410, 0.530, 0.442], [0.300, -1.310, -1.011], [-0.219, -0.010, 0.049], [0.011, -0.059, -0.425], [0.022, 0.086, 0.061], [0.164, 0.144, -0.075], [0.177, -0.021, 0.148], [-0.195, 0.016, -0.008], [-0.083, 0.207, -0.020], [-0.121, -0.086, 0.048], [0.247, -0.540, -0.396], [-0.512, -0.237, 0.925], [-1.055, 0.451, 0.656], [1.137, 0.390, -1.058], [0.073, -0.108, 0.147], [0.342, -0.077, 0.041], [-0.123, -0.034, 0.031], [-0.156, -0.021, -0.167], [-0.119, 0.193, -0.048], [0.073, -0.104, 0.159], [-0.085, -0.202, 0.054], [-0.040, 0.074, 0.211], [0.155, 0.078, -0.189]], "smiles": "COCCNB(N)O.CN(C)C=O.CN(C)C=O.CN(C)C=O", "total_energy_ev": -31326.72568}

=====

{"formula": "C3H7N2O", "method": "ωB97M-V with the def2-TZVPD basis set", "elements": ["C", "C", "C", "N", "N", "O", "H", "H", "H", "H", "H", "H", "H"], "coordinates": [[0.079, -0.751, 0.008], [-1.494, -0.324, 0.098], [0.989, 0.371, -0.028], [-2.015, 0.843, 0.037], [2.298, 0.093, 0.164], [0.577, 1.473, -0.344], [0.166, -1.234, -0.872], [-2.079, -1.125, 0.446], [-2.970, 0.922, 0.120], [-1.273, 1.502, -0.181], [2.904, 0.682, -0.357], [0.166, -1.564, 0.850], [2.653, -0.889, 0.059]], "forces_ev_per_a": [[-4.604, -0.346, 4.539], [2.812, -0.182, 0.862], [1.453, 0.983, -0.283], [3.763, -2.291, -0.650], [0.509, -1.930, -0.474], [-0.330, 0.410, 0.187], [0.231, -1.969, -3.147], [-1.139, -1.037, -0.140], [-2.572, 0.931, 0.326], [0.010, 1.494, -0.281], [0.578, 1.053, -0.007], [0.205, 1.674, -1.466], [-0.914, 1.211, 0.533]], "smiles": "NC(=O)CC=[NH2+]", "e_above_lowest_kj_mol": 119.5, "charge": 1}